Density functional theory data (ωB97M-V/def2-TZVPD) for a cluster of 2 separate species, C4H7NO2 in total.

Geometry as XYZ:
```
14
Properties=species:S:1:pos:R:3:forces:R:3
C 0.25411 0.77045 1.64328 0.02 0.22 0.27
C 0.97843 -0.10230 0.71694 0.25 0.05 -0.16
C 0.18446 -1.30848 0.96240 -0.02 -0.32 0.07
N -0.49467 -0.03640 0.67199 -0.22 0.05 -0.04
H 0.18395 0.50453 2.69910 0.04 -0.02 -0.11
H 0.21648 1.83478 1.41892 0.03 -0.15 0.10
H 1.60429 0.15972 -0.12646 -0.09 -0.04 0.13
H 0.11377 -1.71233 1.97406 0.01 0.10 -0.09
H 0.08744 -2.02944 0.15226 0.01 0.10 0.16
O -1.05559 -0.89003 -2.13601 0.02 0.49 0.07
C -1.04601 0.27596 -1.83563 -0.08 -0.33 -0.14
O 0.01234 1.08752 -2.02587 0.04 -0.18 -0.14
H -1.88426 0.84247 -1.41913 0.04 -0.11 -0.08
H 0.70844 0.51762 -2.39566 -0.05 0.15 -0.04
```
Positions in Å, forces in eV/Å.

## Properties
maximum force: 0.00956 Eh/bohr
SMILES: C1C2CN12.O=CO
energy above the lowest of the compared OMol25 structures with the same formula, charge and spin: 299.6 kJ/mol
Kohn-Sham gap: 0.40463 hartree
LUMO energy: 0.88 eV
HOMO: -0.372 hartree

Results of the natural (NBO) charge analysis, in e, for atoms 1 through 2:
1 C -0.25
2 C -0.13

***

Density functional theory data (ωB97M-V/def2-TZVPD) for a cluster of 4 separate species, C3H14O3S in total.

Geometry as XYZ:
```
21
Properties=species:S:1:pos:R:3:forces:R:3
C 1.63493 1.22580 -1.33546 0.19 -0.02 -0.65
C 2.09407 0.19889 -0.32104 0.57 -0.31 -0.09
C 0.99470 -0.22817 0.62310 -0.11 -0.68 -0.43
S 1.49637 -1.43161 1.90205 0.16 0.06 -0.19
H 2.41176 1.34349 -2.09848 0.10 0.34 0.27
H 0.78079 0.88976 -1.92224 -0.32 -0.09 0.30
H 1.39846 2.19038 -0.88484 0.02 -0.02 -0.05
H 2.93787 0.57934 0.25278 0.04 0.32 0.18
H 2.53973 -0.64567 -0.85694 -0.37 -0.23 0.07
H 0.58922 0.64439 1.09491 -0.29 0.47 0.37
H 0.19392 -0.71138 0.06088 -0.05 0.11 0.06
H 2.81424 -1.31947 1.68705 0.00 0.03 0.15
O -1.80754 -1.84851 1.92561 -0.01 0.38 -0.45
H -2.48743 -2.50195 2.11461 0.14 0.10 0.30
H -1.39726 -1.56143 2.74563 -0.12 -0.35 0.21
O -2.67486 1.33214 0.99360 0.32 -0.06 0.56
H -2.18975 1.99060 1.50410 -0.13 0.26 -0.23
H -2.46017 0.53049 1.49072 -0.20 -0.31 -0.38
O -2.00089 -0.04562 -2.84216 0.33 0.11 0.06
H -1.96509 -0.91898 -3.24665 -0.33 0.19 0.02
H -2.90308 0.28750 -2.88723 0.06 -0.30 -0.07
```
Positions in Å, forces in eV/Å.

## Properties
maximum force: 0.01578 Eh/bohr
SMILES: CCCS.O.O.O
energy above the lowest of the compared OMol25 structures with the same formula, charge and spin: 56.9 kJ/mol
Kohn-Sham gap: 0.34588 hartree
LUMO energy: 0.54 eV
HOMO: -0.326 hartree

Results of the natural (NBO) charge analysis, in e, for atoms 1 through 2:
1 C -0.61
2 C -0.41

***

Density functional theory data (ωB97M-V/def2-TZVPD) for the molecule C5H14N2O at a distorted geometry.

Geometry as XYZ:
```
22
Properties=species:S:1:pos:R:3:forces:R:3
C -0.12698 1.14539 -1.69343 -0.31 -0.04 0.21
C 0.10059 -0.20465 -1.00452 1.78 -0.29 -0.21
C 1.59549 -0.64860 -1.28252 -0.89 0.05 -0.03
C -0.17930 -0.23224 0.51443 -1.56 0.16 0.04
C 0.72576 0.68347 1.34629 0.08 0.03 0.08
N -0.11020 -1.58244 1.01418 0.32 -0.26 0.00
N -1.67487 0.14612 0.63244 0.72 0.45 0.51
O -2.10793 -0.15598 1.99687 -0.40 0.01 -0.70
H 0.14108 1.08168 -2.75370 -0.03 -0.04 0.19
H 0.47701 1.94049 -1.24746 0.01 -0.08 -0.03
H -1.17747 1.44447 -1.63699 0.06 0.03 -0.05
H -0.54353 -0.94475 -1.49665 -0.04 0.07 0.32
H 1.70241 -0.85144 -2.35314 0.03 0.11 0.10
H 1.86950 -1.56346 -0.75088 -0.17 0.17 0.05
H 2.30543 0.13944 -1.01483 -0.12 -0.03 0.00
H 0.39229 0.73559 2.38954 -0.10 -0.13 -0.21
H 0.74514 1.70837 0.96511 -0.11 -0.12 -0.06
H 1.75977 0.32210 1.35980 -0.23 -0.06 -0.10
H -0.85951 -2.10456 0.56305 0.21 -0.08 -0.05
H -0.37909 -1.55040 1.99490 0.17 -0.07 -0.11
H -1.73861 1.16766 0.62256 0.00 -0.21 -0.09
H -2.91698 -0.67627 1.83495 0.58 0.34 0.15
```
Positions in Å, forces in eV/Å.

## Properties
maximum force: 0.03528 Eh/bohr
SMILES: CC(C)[C@](C)(N)NO
energy above the lowest of the compared OMol25 structures with the same formula, charge and spin: 247.3 kJ/mol
Kohn-Sham gap: 0.38885 hartree
LUMO energy: 0.96 eV
HOMO: -0.354 hartree

Results of the natural (NBO) charge analysis, in e, for atoms 1 through 2:
1 C -0.61
2 C -0.22

***

Density functional theory data (ωB97M-V/def2-TZVPD) for a cluster of 14 separate species, C4H37N2O14 in total at a distorted geometry.

Geometry as XYZ:
```
57
Properties=species:S:1:pos:R:3:forces:R:3
C 0.02217 1.21517 0.81246 -2.46 2.74 -0.37
N 0.20634 -0.17575 0.60710 -0.14 0.04 -0.41
C -1.06921 -0.95219 0.77440 1.51 -2.53 0.51
O -1.19702 -1.20005 2.12647 -0.73 -0.44 -0.49
C -0.41822 2.01445 -0.50661 0.95 -2.75 1.05
C -0.42485 3.49215 -0.17222 0.05 0.51 -0.58
N -1.67655 1.55563 -1.10018 -0.35 -0.56 -0.58
H 0.87415 1.81314 1.13386 0.62 -0.76 0.20
H -0.77766 1.47049 1.58394 0.62 -0.42 -0.42
H 0.81329 -0.48854 1.37352 -0.44 -0.33 -0.51
H -0.91526 -1.95470 0.19121 -0.21 1.47 0.95
H -2.00842 -0.58154 0.32574 0.70 0.72 0.02
H 0.38133 1.63226 -1.20965 -0.90 1.21 0.47
H 0.10878 3.65459 0.76024 -0.17 0.13 0.30
H 0.14058 4.07114 -0.92608 -0.71 -0.20 0.30
H -1.46978 3.86668 -0.07652 0.76 -0.16 -0.08
H -1.57004 0.66364 -1.60460 0.48 0.66 0.08
H -2.42585 1.31404 -0.46473 0.15 0.61 0.65
H 4.38014 0.05064 -0.06445 -0.15 -0.01 -0.19
H 5.49785 1.09411 -0.03742 -0.05 -0.02 -0.01
O 5.20365 0.28215 0.38392 0.00 -0.05 0.11
H 1.97505 -2.05425 2.63327 0.37 0.22 -0.19
H 3.37571 -1.57686 1.92002 -0.11 0.06 0.39
O 2.51675 -1.98818 1.78832 0.22 0.39 0.15
H -1.79551 -0.81196 4.70531 0.06 -0.06 -0.22
H -1.32898 -0.18734 3.32440 -0.34 -0.58 0.50
O -1.57773 0.02636 4.28745 0.09 0.46 0.14
H 1.27493 3.88569 -2.85906 -0.27 0.12 -0.55
H 0.03785 3.01123 -3.46345 0.03 0.71 0.27
O 0.78727 3.06184 -2.83094 0.75 -0.63 -0.44
H 2.34018 -1.42917 -0.57993 0.07 0.07 -0.02
H 1.72655 -0.08717 -0.85740 -0.60 -0.03 0.28
O 2.43927 -0.66153 -1.16408 0.95 -0.28 0.06
H -2.77286 -2.50177 1.56210 0.41 -0.07 0.20
H -4.13456 -1.98136 1.37368 -0.24 -0.15 0.07
O -3.62437 -2.78344 1.19809 -0.13 0.33 0.00
H 1.56540 -4.35321 0.75860 -0.09 -0.34 -0.42
H 2.53855 -3.25811 0.84769 -0.08 -0.54 -0.83
O 2.25896 -3.97556 0.20096 -0.08 0.43 0.79
H -1.93003 2.96625 -2.70086 -0.10 -0.17 0.10
H -1.53897 1.76186 -3.47531 -0.53 0.51 -0.35
O -1.74859 2.71542 -3.61870 0.40 -0.63 -0.29
H -1.63595 -1.15900 -3.03600 0.66 -0.23 0.08
H -0.33550 -0.46562 -3.61147 0.04 -0.43 0.23
O -1.27475 -0.36606 -3.43595 -0.82 1.27 -0.83
H 0.30468 -1.77030 4.29236 0.64 -0.09 0.04
H -0.03436 -2.00464 2.87840 -0.04 0.07 -0.33
O 0.69214 -2.25743 3.54754 -0.81 0.10 0.32
H 0.33171 -2.36684 -1.14479 -0.42 -0.15 0.05
H 0.86810 -1.74949 -2.35361 -0.20 0.22 -0.27
O 0.00949 -1.99306 -1.97709 0.90 -0.73 0.23
H -3.52373 -0.22401 3.43875 0.20 0.26 -0.19
H -3.64077 0.38793 2.04670 0.12 -0.05 0.22
O -4.17431 0.04618 2.77294 -0.32 -0.11 -0.17
H 1.70770 1.16780 -3.56872 0.49 0.02 0.91
H 2.58473 -0.15061 -3.06488 -0.36 0.84 0.57
O 2.06050 0.28892 -3.74474 -0.40 -0.69 -1.48
```
Positions in Å, forces in eV/Å.

## Properties
maximum force: 0.07196 Eh/bohr
net charge: -1
energy above the lowest of the compared OMol25 structures with the same formula, charge and spin: 108.9 kJ/mol
Kohn-Sham gap: 0.29999 hartree
LUMO energy: 2.41 eV
HOMO: -0.212 hartree

Results of the natural (NBO) charge analysis, in e, for atoms 1 through 2:
1 C -0.23
2 N -0.72

***

Look up the energy above the lowest of the compared OMol25 structures with the same formula, charge and spin of the fourth one. 108.9 kJ/mol